A molecular structure, C28H30Cl5N3O4ReSi in a non-equilibrium geometry. Source: the Open Molecules 2025 dataset; level of theory: the ωB97M-V functional and the def2-TZVPD basis.

Last column: Löwdin spin population.
Element x y z (Å)
Re (0.25645, -0.07277, 0.15825)  2.25
C (1.68273, 3.55407, 2.05569)  0.00
C (1.05055, 2.69677, 1.02064)  0.02
O (1.25448, 1.46673, 1.12255)  0.03
C (0.28308, 3.28001, -0.04958)  0.01
C (-0.69567, 2.61395, -0.67572)  0.03
C (-1.48699, 3.18130, -1.79286)  0.00
N (-1.10436, 1.34856, -0.16435)  0.17
N (-2.12138, 1.62190, 0.78416)  0.03
C (-2.00564, 0.78232, 1.74164)  0.02
O (-1.04527, -0.11266, 1.76783)  0.11
C (-2.94419, 0.81158, 2.89487)  0.00
C (-4.03224, 1.67982, 2.92588)  0.00
C (-4.86579, 1.70463, 4.03370)  0.00
C (-4.61750, 0.86629, 5.11555)  0.00
C (-3.53046, 0.00455, 5.08672)  0.00
C (-2.69233, -0.02350, 3.97751)  0.00
H (2.74644, 3.32158, 2.13411)  0.00
H (1.21997, 3.30384, 3.01489)  0.00
H (1.53751, 4.61145, 1.84888)  0.00
H (0.50887, 4.30554, -0.31602)  0.00
H (-1.31341, 4.25143, -1.90436)  0.00
H (-2.54879, 2.98815, -1.62303)  0.00
H (-1.19785, 2.67784, -2.71986)  0.00
H (-4.21443, 2.32677, 2.07665)  0.00
H (-5.71205, 2.38107, 4.05573)  0.00
H (-5.27610, 0.88178, 5.97624)  0.00
H (-3.33069, -0.64687, 5.92844)  0.00
H (-1.84060, -0.69231, 3.93604)  0.00
Cl (-2.86688, -6.76061, 0.82794)  0.00
C (-1.91842, -5.35171, 1.13981)  0.00
C (-1.80266, -4.35954, 0.18443)  0.00
Cl (-2.61202, -4.48641, -1.33660)  0.00
C (-1.01709, -3.24878, 0.44988)  0.01
Cl (-0.90240, -1.98519, -0.77723)  0.01
C (-0.28988, -3.03069, 1.63249)  0.01
O (0.45698, -2.02370, 1.81432)  0.08
C (-0.47101, -4.05719, 2.60660)  0.00
Cl (0.33885, -3.81725, 4.11385)  0.00
C (-1.24496, -5.17800, 2.36247)  0.00
Cl (-1.39249, -6.39299, 3.57673)  0.00
C (3.04386, -2.10857, 1.16481)  0.00
O (2.25257, -1.57661, 0.08337)  0.02
H (4.09373, -2.11360, 0.87339)  0.00
H (2.72062, -3.10703, 1.44108)  0.00
H (2.90287, -1.46509, 2.02458)  0.00
H (2.16600, -2.23100, -0.61700)  0.00
C (4.02916, 0.65453, -0.62360)  0.00
Si (2.75087, 0.98136, -1.91920)  0.02
C (3.50219, 0.60374, -3.58013)  0.00
C (2.57902, 2.84654, -1.95187)  0.00
N (1.20673, 0.14824, -1.66236)  0.12
C (0.51042, -0.33475, -2.82220)  0.02
C (1.10990, -1.26025, -3.68313)  0.00
C (0.45256, -1.73903, -4.80750)  0.00
C (-0.84100, -1.32310, -5.09907)  0.00
C (-1.46523, -0.43992, -4.22998)  0.00
C (-0.80062, 0.04504, -3.10891)  0.01
H (4.85571, 1.35628, -0.79371)  0.00
H (4.42130, -0.36099, -0.67362)  0.00
H (3.64513, 0.82280, 0.38959)  0.00
H (4.25547, 1.37621, -3.76833)  0.00
H (2.76910, 0.63781, -4.39074)  0.00
H (4.00347, -0.36932, -3.61936)  0.00
H (3.46345, 3.26152, -2.44826)  0.00
H (2.53987, 3.28527, -0.95138)  0.00
H (1.69150, 3.17200, -2.50647)  0.00
H (2.10496, -1.62537, -3.45180)  0.00
H (0.95309, -2.45468, -5.45025)  0.00
H (-1.35373, -1.68877, -5.97989)  0.00
H (-2.48378, -0.12231, -4.41694)  0.00
H (-1.32153, 0.70725, -2.42599)  0.00

Forces on atoms 1 to 2 (eV/Å):
Re -0.2426 0.4178 0.9602
C 0.0995 0.1618 0.0822

- charge = 0
- energy relative to the best compared isomer or geometry (same formula, charge and spin) (kJ/mol) = 294.65
- F_max (Eh/bohr) = 0.0209
- multiplicity = 4
- orbital gap (alpha / beta) (eV) = 6.57 / 6.19